Entry 1:
The following is a DFT calculation (the ωB97M-V functional and the def2-TZVPD basis) of a structure of composition C31H33Cl2N6NiO at a distorted geometry.

For the HOMO energy (alpha / beta), the calculation gives -11.56 / -11.54 eV. As for the charge: +1. The energy is -4033.3659 a.u. As for the multiplicity: 3.

Each line ends with the Mulliken charge.
Element x y z (Å)
Ni 6.93 -4.43 -12.79  0.174
O 5.03 -4.60 -12.41  0.770
H 4.40 -3.97 -12.09  -0.402
N 6.72 -5.33 -14.79  0.450
C 5.53 -5.43 -15.40  -0.358
C 5.39 -5.89 -16.69  -0.755
C 6.47 -6.48 -17.31  -0.294
C 7.68 -6.50 -16.63  -0.824
C 7.79 -5.88 -15.40  -0.303
H 4.71 -5.05 -14.82  0.346
H 4.44 -5.86 -17.22  0.504
H 6.42 -7.03 -18.24  0.411
H 8.51 -7.01 -17.09  0.435
H 8.74 -5.83 -14.89  0.455
N 0.36 -1.97 -14.83  -0.607
C 1.40 -2.80 -14.89  -0.281
C 2.33 -2.89 -13.84  0.472
C 2.12 -2.21 -12.66  -0.380
C 0.96 -1.43 -12.58  -0.595
C 0.16 -1.30 -13.71  -0.277
H 1.68 -3.27 -15.82  0.408
H 3.26 -3.42 -14.00  0.213
H 2.73 -2.31 -11.77  0.297
H 0.66 -1.02 -11.62  0.393
H -0.72 -0.67 -13.62  0.348
N 7.26 -6.38 -11.99  0.570
C 6.35 -7.35 -12.16  -0.337
C 6.53 -8.61 -11.63  -0.673
C 7.73 -8.91 -10.99  -0.347
C 8.67 -7.91 -10.80  -0.810
C 8.37 -6.64 -11.29  -0.157
H 5.43 -7.04 -12.62  0.321
H 5.83 -9.42 -11.76  0.445
H 7.84 -9.87 -10.51  0.397
H 9.59 -8.15 -10.30  0.447
H 9.04 -5.82 -11.06  0.370
N 7.26 -3.55 -10.76  0.344
C 6.41 -3.83 -9.76  -0.122
C 6.63 -3.55 -8.42  -0.880
C 7.78 -2.88 -8.08  -0.239
C 8.65 -2.50 -9.10  -0.684
C 8.40 -2.95 -10.38  -0.381
H 5.42 -4.19 -10.04  0.232
H 5.96 -3.96 -7.68  0.453
H 8.04 -2.68 -7.04  0.415
H 9.57 -1.99 -8.87  0.403
H 9.13 -2.72 -11.14  0.406
N 3.20 -8.28 -13.05  -0.326
C 2.80 -7.03 -13.28  0.134
C 2.28 -6.63 -14.50  -0.390
C 2.27 -7.52 -15.56  -0.324
C 2.67 -8.83 -15.31  -0.519
C 3.13 -9.17 -14.05  -0.439
H 2.90 -6.33 -12.45  0.262
H 1.96 -5.61 -14.67  0.313
H 1.87 -7.29 -16.53  0.515
H 2.59 -9.59 -16.07  0.424
H 3.52 -10.15 -13.79  0.411
N 6.68 -2.45 -13.83  0.385
C 7.38 -2.16 -14.94  -0.025
C 7.13 -1.07 -15.74  -0.807
C 6.17 -0.13 -15.32  -0.257
C 5.42 -0.43 -14.21  -0.898
C 5.75 -1.57 -13.48  -0.310
H 8.27 -2.73 -15.20  0.390
H 7.61 -0.97 -16.70  0.421
H 6.00 0.78 -15.88  0.418
H 4.69 0.24 -13.79  0.463
H 5.08 -1.89 -12.69  0.406
C 3.71 -6.97 -9.77  0.907
Cl 2.04 -6.87 -9.19  -0.177
Cl 4.90 -7.27 -8.49  -0.175
H 3.80 -7.80 -10.46  0.005
H 3.90 -6.01 -10.24  -0.585

***

Entry 2:
The following is a DFT calculation (the ωB97M-V functional and the def2-TZVPD basis) of a structure of composition C47H60CsN9O4S at a distorted geometry.

The value obtained for the energy above the lowest of the compared OMol25 structures with the same formula, charge and spin is 0.0 kcal per mole. For the HOMO energy (alpha / beta), the calculation gives -1.81 / -1.81 eV. As for the charge: -2. The energy is -3039.1912 a.u. As for the multiplicity: 1.

Each line ends with the Mulliken charge.
Element x y z (Å)
Cs 0.93 1.28 0.08  1.564
C -2.36 2.85 -5.62  -1.059
C -1.18 3.35 -4.80  -1.124
C -0.46 2.25 -4.08  0.117
C 0.61 1.53 -4.52  0.368
C 1.36 1.70 -5.80  -1.018
C 2.65 2.49 -5.62  -1.152
C 0.91 0.57 -3.46  0.515
N 0.04 0.75 -2.41  -0.564
C -0.79 1.71 -2.76  -0.311
C -1.87 2.23 -1.94  0.695
C -2.49 1.48 -0.88  -1.347
C -3.92 1.59 -0.51  0.160
C -4.88 2.46 -1.23  -0.957
C -5.54 1.75 -2.41  -1.604
C -4.10 0.71 0.51  0.253
C -2.78 0.09 0.74  -0.474
C -2.53 -0.96 1.60  -0.405
C -1.37 -1.78 1.68  0.315
N -0.31 -1.67 0.88  -0.309
C 0.50 -2.72 1.18  -0.024
C 1.62 -3.10 0.46  -0.382
C 2.08 -2.58 -0.75  0.229
N 1.55 -1.50 -1.37  -0.420
C 2.21 -1.37 -2.53  -0.404
C 1.90 -0.38 -3.50  -0.293
C 3.23 -2.39 -2.67  0.678
C 3.14 -3.16 -1.54  0.373
C 3.92 -4.39 -1.21  -0.929
C 3.14 -5.68 -1.45  -0.880
C 4.17 -2.56 -3.82  -0.992
C 3.76 -3.69 -4.76  -1.189
C -0.04 -3.49 2.29  0.149
C -1.23 -2.91 2.59  1.238
C -2.24 -3.33 3.62  -1.108
C -3.40 -4.13 3.02  -1.181
C 0.56 -4.72 2.88  -1.204
C 0.24 -5.98 2.09  -1.021
N -1.85 0.63 -0.10  1.095
C -5.32 0.30 1.27  -0.008
C -6.47 1.31 1.32  -1.669
H -2.85 3.66 -6.16  0.373
H -3.09 2.37 -4.99  0.131
H -2.02 2.11 -6.35  0.311
H -1.53 4.09 -4.07  0.275
H -0.48 3.89 -5.44  0.470
H 0.72 2.21 -6.53  0.389
H 1.59 0.72 -6.23  0.430
H 2.43 3.51 -5.28  0.322
H 3.22 2.55 -6.54  0.368
H 3.28 2.03 -4.86  0.268
H -2.60 2.74 -2.56  0.182
H -4.36 3.35 -1.59  0.318
H -5.66 2.83 -0.56  0.623
H -4.78 1.38 -3.10  0.308
H -6.21 2.41 -2.96  0.436
H -6.11 0.89 -2.07  0.332
H -3.35 -1.24 2.25  0.052
H 2.16 -3.96 0.84  0.251
H 2.50 -0.40 -4.41  0.129
H 4.24 -4.36 -0.16  0.330
H 4.85 -4.41 -1.80  0.415
H 2.27 -5.73 -0.80  -0.076
H 3.75 -6.56 -1.25  0.423
H 2.79 -5.73 -2.48  0.280
H 5.18 -2.75 -3.44  0.416
H 4.24 -1.63 -4.38  0.420
H 3.84 -4.66 -4.27  0.235
H 4.39 -3.71 -5.65  0.436
H 2.73 -3.57 -5.08  0.287
H -2.63 -2.45 4.13  0.237
H -1.74 -3.93 4.39  0.467
H -3.89 -3.56 2.23  0.258
H -4.14 -4.38 3.78  0.407
H -3.04 -5.06 2.58  0.226
H 0.21 -4.84 3.91  0.523
H 1.65 -4.60 2.94  0.376
H -0.83 -6.16 2.06  0.221
H 0.72 -6.86 2.52  0.367
H 0.58 -5.89 1.06  0.131
H -5.02 0.08 2.30  0.250
H -5.70 -0.65 0.88  0.389
H -6.11 2.29 1.63  0.318
H -7.22 0.98 2.04  0.473
H -6.96 1.42 0.36  0.297
N -1.22 4.06 2.10  0.028
C -2.48 3.54 1.99  -0.894
C -2.62 2.68 3.04  -0.420
N -1.48 2.65 3.79  -0.642
C -0.65 3.49 3.20  0.299
C 0.69 3.79 3.68  0.278
N 1.15 3.43 4.86  -0.684
C 2.43 3.92 4.89  -0.767
C 2.73 4.58 3.73  -0.224
N 1.60 4.50 2.96  0.124
H -0.78 4.66 1.42  0.342
H -3.12 3.79 1.17  0.792
H -3.46 2.06 3.27  0.528
H 3.06 3.78 5.75  0.497
H 3.60 5.08 3.38  0.427
H 1.59 4.84 1.98  0.416
O 5.06 -1.72 0.68  -0.756
H 4.55 -1.93 -0.11  0.374
H 4.44 -1.18 1.21  0.396
S 4.61 7.33 0.74  -0.526
C 3.26 6.38 0.60  0.170
N 2.31 5.71 0.51  -0.857
O -1.87 4.73 -0.97  -0.365
C -1.17 3.78 -0.97  -0.229
C 4.41 -0.30 4.28  -1.449
C 3.17 -0.11 3.45  0.837
C 1.87 0.04 4.17  0.476
O 3.22 -0.09 2.24  -0.607
H 4.31 -1.20 4.88  0.351
H 4.52 0.54 4.96  0.358
H 5.29 -0.38 3.63  0.350
H 1.89 -0.37 5.18  0.431
H 1.07 -0.43 3.61  -0.303
H 1.62 1.11 4.26  -0.439
O -1.32 -0.13 4.69  -0.704
H -1.32 0.84 4.58  0.404
H -1.40 -0.46 3.79  0.195

***

Entry 3:
The following is a DFT calculation (the ωB97M-V functional and the def2-TZVPD basis) of a structure of composition C19H30N4OSV.

The value obtained for the energy above the lowest of the compared OMol25 structures with the same formula, charge and spin is 3.3 kcal per mole. For the HOMO energy, the calculation gives -17.84 eV. As for the charge: +3. The energy is -2377.3552 a.u. As for the multiplicity: 1.

Each line ends with the Mulliken charge.
Element x y z (Å)
V -0.78 0.57 -0.69  0.910
C 4.59 -1.97 1.34  -1.077
C 4.47 -0.53 0.87  -0.667
N 3.46 -0.41 -0.23  0.076
C 4.03 -0.54 -1.60  -0.916
C 4.49 0.81 -2.13  -0.925
C 2.21 -0.22 0.06  0.725
S 1.12 -0.06 -1.43  -0.168
N 1.80 -0.16 1.32  -0.066
C 0.65 0.09 1.82  0.438
O -0.43 0.32 0.94  -0.392
C 0.32 0.17 3.20  0.744
C 1.35 -0.02 4.14  -0.370
C 1.06 0.05 5.49  -0.777
C -0.24 0.32 5.90  -0.377
C -1.27 0.52 4.97  -0.873
C -1.00 0.45 3.63  -0.279
H 5.37 -2.03 2.09  0.397
H 4.86 -2.64 0.53  0.375
H 3.66 -2.32 1.79  0.315
H 5.40 -0.17 0.44  0.392
H 4.17 0.15 1.67  0.460
H 3.29 -1.01 -2.24  0.532
H 4.85 -1.24 -1.50  0.379
H 3.65 1.50 -2.25  0.280
H 4.94 0.66 -3.11  0.402
H 5.23 1.27 -1.49  0.362
H 2.36 -0.23 3.81  0.374
H 1.84 -0.10 6.22  0.457
H -0.46 0.38 6.96  0.444
H -2.27 0.73 5.32  0.451
H -1.79 0.60 2.91  0.352
C -3.79 1.00 -1.37  -0.617
C -4.89 0.25 -2.19  -0.813
N -4.29 -0.86 -2.91  0.004
C -3.30 -0.42 -3.85  -0.812
C -2.14 0.33 -3.06  -0.218
N -2.50 0.29 -1.61  -0.347
C -2.60 -1.14 -1.15  -0.187
C -3.74 -1.84 -2.01  -0.839
H -3.99 0.98 -0.29  0.435
H -3.66 2.03 -1.69  0.484
H -5.35 0.93 -2.91  0.329
H -5.67 -0.12 -1.53  0.321
H -3.74 0.27 -4.57  0.291
H -2.89 -1.27 -4.39  0.363
H -2.07 1.38 -3.36  0.530
H -1.18 -0.18 -3.21  0.232
H -2.86 -1.14 -0.08  0.575
H -1.64 -1.65 -1.31  0.396
H -4.51 -2.21 -1.33  0.311
H -3.32 -2.67 -2.56  0.347
C -0.70 2.53 -0.82  -0.989
H -0.71 2.77 -1.89  0.396
H 0.20 2.93 -0.34  0.472
H -1.61 2.85 -0.30  0.356

***

Entry 4:
The following is a DFT calculation (the ωB97M-V functional and the def2-TZVPD basis) of a structure of composition C15H15MnN8S.

The value obtained for the energy above the lowest of the compared OMol25 structures with the same formula, charge and spin is 0.0 kcal per mole. For the HOMO energy (alpha / beta), the calculation gives -10.81 / -10.97 eV. As for the charge: +1. The energy is -2567.8210 a.u. As for the multiplicity: 6.

Each line ends with the Mulliken charge.
Element x y z (Å)
Mn 0.16 0.38 0.45  0.451
N -0.81 -1.52 3.07  -0.217
C -0.79 -0.23 3.43  0.598
N -1.05 0.08 4.70  -0.661
C -1.03 1.38 4.98  0.508
N -1.25 1.75 6.24  -0.315
N -0.80 2.38 4.09  -0.612
C -0.54 1.96 2.88  -0.142
N -0.48 0.69 2.48  -0.236
C -0.31 3.00 1.82  0.959
C -0.39 4.34 2.13  -0.493
C -0.19 5.27 1.11  -0.452
C 0.09 4.82 -0.17  -0.684
C 0.16 3.45 -0.39  0.075
N -0.03 2.56 0.58  -0.163
H -1.12 -2.19 3.75  0.272
H -0.81 -1.76 2.09  0.057
H -1.45 1.04 6.94  0.254
H -1.28 2.72 6.48  0.243
H -0.61 4.64 3.14  0.512
H -0.25 6.33 1.32  0.448
H 0.25 5.50 -0.98  0.418
H 0.38 3.06 -1.37  0.466
C 6.45 -0.85 -0.26  -1.357
C 4.99 -0.54 -0.09  1.170
C 4.00 -1.41 -0.53  -0.760
C 2.67 -1.09 -0.35  -0.190
N 2.28 0.06 0.23  -0.190
C 3.23 0.90 0.66  -0.154
C 4.58 0.64 0.51  -0.799
H 6.60 -1.77 -0.83  0.355
H 6.92 -0.98 0.72  0.324
H 6.96 -0.04 -0.76  0.355
H 4.26 -2.35 -1.01  0.363
H 1.88 -1.75 -0.68  0.412
H 2.89 1.82 1.13  0.402
H 5.30 1.36 0.87  0.418
S -1.73 -3.67 -1.08  -0.366
C -1.16 -2.28 -0.56  0.525
N -0.72 -1.25 -0.17  -0.792

***

Entry 5:
The following is a DFT calculation (the ωB97M-V functional and the def2-TZVPD basis) of a cluster of 4 separate species, C4H14N2O5 in total at a distorted geometry.

The value obtained for the energy above the lowest of the compared OMol25 structures with the same formula, charge and spin is 40.0 kcal per mole. For the HOMO energy, the calculation gives -9.41 eV. The energy is -646.4964 a.u. As for the multiplicity: 1.

Each line ends with the Mulliken charge.
Element x y z (Å)
O 1.01 3.44 0.12  -0.512
C 0.91 2.36 0.65  0.027
C -0.34 1.98 1.49  0.057
C -0.02 0.95 2.57  -1.097
N -1.39 1.46 0.62  -0.320
C -1.25 0.39 -0.19  0.425
N -2.29 0.06 -1.08  -0.480
O -0.19 -0.32 -0.17  -0.511
H 1.45 1.44 0.37  0.259
H -0.77 2.94 1.79  0.459
H 0.68 0.09 2.34  0.246
H 0.10 1.67 3.42  0.357
H -0.92 0.29 2.72  0.264
H -2.13 2.26 0.32  0.307
H -2.87 0.77 -1.46  0.201
H -2.10 -0.70 -1.73  0.252
H 1.39 -0.76 -3.33  0.309
H 0.52 -1.94 -3.52  0.333
O 0.46 -1.01 -3.10  -0.649
H 1.46 -1.47 0.65  0.376
H 1.93 -2.91 0.54  0.341
O 2.05 -2.15 1.03  -0.673
H 0.84 -2.14 -1.33  0.402
H 0.35 -3.62 -1.34  0.324
O 1.14 -3.07 -1.38  -0.699

***

Entry 6:
The following is a DFT calculation (the ωB97M-V functional and the def2-TZVPD basis) of a structure of composition C20H9F5MnN3O9S at a distorted geometry.

For the HOMO energy (alpha / beta), the calculation gives -8.91 / -9.19 eV. The energy is -3657.2500 a.u. As for the multiplicity: 5.

Each line ends with the Mulliken charge.
Element x y z (Å)
Mn 0.45 0.40 -0.52  0.967
C 0.54 1.96 -4.36  -1.597
C 1.16 1.36 -3.14  1.271
O 0.33 0.98 -2.26  -0.238
C 2.55 1.19 -3.00  0.209
C 3.43 1.61 -4.03  -0.753
C 4.77 1.41 -3.94  -0.844
C 5.28 0.74 -2.81  -0.353
C 4.47 0.32 -1.80  -0.713
C 3.08 0.56 -1.83  0.434
O 2.37 0.22 -0.80  -0.580
H -0.54 1.97 -4.25  0.336
H 0.82 1.39 -5.25  0.405
H 0.91 2.98 -4.49  0.409
H 3.02 2.10 -4.91  0.352
H 5.43 1.75 -4.73  0.396
H 6.35 0.55 -2.75  0.389
H 4.87 -0.20 -0.93  0.459
O -4.37 -5.05 2.37  -0.630
N -3.60 -4.24 2.84  1.048
O -3.45 -4.03 4.02  -0.610
C -2.79 -3.45 1.89  -0.620
C -1.94 -2.52 2.37  -0.262
C -1.18 -1.77 1.46  -0.381
C -1.30 -1.92 0.04  1.336
O -0.70 -1.26 -0.85  -0.670
C -2.20 -2.96 -0.34  -0.363
C -2.92 -3.70 0.51  -0.389
N -2.30 -3.20 -1.79  0.909
O -3.02 -2.46 -2.42  -0.544
O -1.62 -4.09 -2.25  -0.563
N -0.25 -0.85 2.03  0.929
O 0.43 -0.11 1.26  -0.346
O -0.11 -0.76 3.20  -0.579
H -1.83 -2.37 3.43  0.734
H -3.59 -4.48 0.17  0.586
F -1.51 2.35 5.86  -0.311
C -1.28 2.33 4.55  0.685
C -2.27 1.93 3.68  0.253
F -3.45 1.54 4.17  -0.319
C -2.04 1.92 2.32  0.373
F -3.02 1.49 1.53  -0.406
C -0.82 2.33 1.79  -0.482
S -0.58 2.45 0.05  -0.364
C 0.17 2.70 2.69  0.876
F 1.37 3.07 2.26  -0.330
C -0.05 2.71 4.05  0.204
F 0.91 3.08 4.90  -0.309

***

Entry 7:
The following is a DFT calculation (the ωB97M-V functional and the def2-TZVPD basis) of a structure of composition C20H45Cl3DyO2P2 at a distorted geometry.

The value obtained for the energy above the lowest of the compared OMol25 structures with the same formula, charge and spin is 0.1 kcal per mole. For the HOMO energy (alpha / beta), the calculation gives -0.06 / -2.00 eV. As for the charge: -1. The energy is -3887.8544 a.u. As for the multiplicity: 6.

Each line ends with the Mulliken charge.
Element x y z (Å)
Dy 0.18 1.98 -0.39  -0.222
P -1.01 0.86 -2.63  0.516
C -2.41 -0.23 -3.08  0.567
C -1.75 2.57 -2.77  -0.010
C 0.21 0.70 -4.00  0.762
C -3.05 -0.80 -1.80  -1.395
H -1.88 -1.06 -3.59  0.452
C -3.48 0.31 -4.05  -1.555
H -4.11 1.10 -3.61  0.238
H -4.14 -0.54 -4.29  0.482
H -3.05 0.68 -4.99  0.278
H -2.29 -1.29 -1.17  0.309
H -3.80 -1.55 -2.09  0.471
H -3.55 -0.02 -1.20  0.225
H 0.36 -0.40 -4.01  0.374
C 1.58 1.34 -3.68  -1.354
C -0.37 1.08 -5.37  -1.645
H -1.11 0.36 -5.72  0.265
H 0.45 1.07 -6.11  0.529
H -0.82 2.08 -5.39  0.266
H 1.54 2.26 -3.06  0.146
H 2.06 1.64 -4.63  0.343
H 2.24 0.63 -3.16  0.279
C -2.84 2.82 -1.72  -1.361
H -2.18 2.57 -3.78  0.726
C -0.68 3.68 -2.66  -1.168
H -3.68 2.13 -1.80  0.257
H -3.22 3.84 -1.89  0.474
H -2.44 2.80 -0.68  0.175
H -0.20 3.79 -1.64  0.198
H -1.22 4.63 -2.81  0.568
H 0.09 3.62 -3.44  0.295
Cl -0.84 2.37 1.85  -0.615
H -0.18 -0.57 0.11  -0.298
H 0.33 -0.68 -0.46  0.191
P 1.15 -1.56 2.62  0.352
C 2.41 -2.77 2.09  0.237
C 1.80 -0.49 3.98  0.575
C -0.38 -2.43 3.08  0.530
C 3.03 -2.30 0.76  -0.993
H 1.82 -3.68 1.91  0.501
C 3.45 -3.06 3.16  -1.673
H 4.12 -2.20 3.28  0.255
H 4.06 -3.91 2.82  0.509
H 3.00 -3.34 4.12  0.304
H 2.29 -2.34 -0.05  0.245
H 3.87 -2.96 0.50  0.495
H 3.41 -1.27 0.80  -0.010
H -0.55 -3.09 2.21  0.285
C -1.59 -1.47 3.17  -1.428
C -0.13 -3.28 4.32  -1.495
H 0.59 -4.08 4.10  0.295
H -1.07 -3.77 4.59  0.477
H 0.20 -2.70 5.18  0.224
H -1.44 -0.57 2.56  0.182
H -1.81 -1.18 4.21  0.323
H -2.49 -1.99 2.80  0.460
C 2.94 0.40 3.48  -1.249
H 2.19 -1.20 4.72  0.412
C 0.72 0.34 4.68  -1.392
H 3.69 -0.11 2.86  0.155
H 3.47 0.81 4.35  0.474
H 2.55 1.24 2.89  0.141
H 0.23 0.99 3.95  0.136
H 1.18 0.99 5.45  0.456
H -0.03 -0.26 5.21  0.213
Cl 5.37 1.22 0.63  -0.225
C 4.31 2.26 -0.35  0.000
Cl 4.64 2.23 -2.10  -0.350
C 2.83 1.98 -0.21  0.240
O 2.08 3.01 -0.43  -0.553
O 2.27 0.85 0.00  -0.190
H 4.42 3.29 0.00  0.316